i) C3H13N2O | wB97M-V/def2-TZVPD

The spin multiplicity is 2. For the frontier orbital gap (spin up / spin down), the calculation gives 3.632 / 10.738 eV.

Each line ends with the natural charge from an NBO analysis.
Element x y z (Å)
N (-2.524, 2.108, 0.854)  -0.84
C (-1.912, 0.856, 1.131)  0.04
O (-1.521, 0.087, -0.037)  -0.78
H (-1.944, 2.731, 0.310)  0.37
H (-3.440, 2.008, 0.429)  0.36
H (-0.998, 1.002, 1.692)  0.17
H (-2.604, 0.246, 1.704)  0.17
H (-1.988, 0.406, -0.819)  0.48
C (1.288, -2.086, -0.597)  -0.50
N (1.227, -0.727, -0.011)  -0.78
C (2.050, 0.279, -0.732)  -0.53
H (0.697, -2.757, 0.020)  0.22
H (0.863, -2.074, -1.601)  0.20
H (2.323, -2.419, -0.625)  0.21
H (1.536, -0.784, 1.016)  0.15
H (0.238, -0.411, -0.016)  0.45
H (3.089, -0.033, -0.716)  0.21
H (1.915, 1.237, -0.235)  0.21
H (1.705, 0.330, -1.766)  0.20

=====

ii) C3H13N2O | wB97M-V/def2-TZVPD

The spin multiplicity is 2. For the frontier orbital gap (spin up / spin down), the calculation gives 3.702 / 10.627 eV.

Each line ends with the natural charge from an NBO analysis.
Element x y z (Å)
C (-0.542, 1.609, -0.109)  -0.27
C (-1.487, 0.558, 0.579)  -0.45
C (-1.438, -0.861, -0.203)  -0.40
N (-0.068, -1.184, -0.814)  -0.98
N (0.921, 1.634, 0.315)  -0.87
H (-1.059, 2.555, 0.131)  0.18
H (-0.395, 1.556, -1.254)  0.20
H (-1.144, 0.347, 1.717)  0.22
H (-2.333, 1.132, 0.320)  0.23
H (-1.566, -1.852, 0.430)  0.20
H (-2.142, -0.811, -1.076)  0.20
H (-0.136, -1.255, -1.799)  0.31
H (0.399, -2.049, -0.435)  0.38
H (0.561, -0.523, -0.518)  0.43
H (0.993, 1.644, 1.335)  0.35
H (1.360, 2.509, 0.070)  0.37
H (3.209, -2.224, 0.168)  0.47
H (2.550, -0.936, 0.799)  0.46
O (2.318, -1.846, 0.344)  -1.03

=====

Most stable of them? i).

=====

i) C3H6ClFO | wB97M-V/def2-TZVPD

The spin multiplicity is 1. For the frontier orbital gap, the calculation gives 10.580 eV.

Each line ends with the natural charge from an NBO analysis.
Element x y z (Å)
C (-1.102, -0.237, 0.294)  -0.05
C (0.087, 0.707, 0.453)  0.11
C (1.124, -0.187, -0.142)  -0.52
H (-1.089, 0.365, -1.269)  0.48
H (-0.608, -1.273, 0.837)  0.15
H (-2.090, -0.070, 1.156)  0.16
H (0.593, 1.202, 1.248)  0.22
H (0.603, -0.688, -1.073)  0.24
H (1.304, -1.117, 0.298)  0.24
O (-1.385, -0.474, -0.949)  -0.68
F (-0.178, 1.669, -0.528)  -0.37
Cl (2.740, 0.106, -0.324)  0.02

=====

ii) C3H6ClFO | wB97M-V/def2-TZVPD

The spin multiplicity is 1. For the frontier orbital gap, the calculation gives 11.915 eV.

Each line ends with the natural charge from an NBO analysis.
Element x y z (Å)
C (-0.411, -1.730, -0.404)  -0.66
C (0.880, 1.675, 0.170)  -0.27
C (-0.389, -0.313, 0.127)  0.64
O (0.683, 0.353, -0.325)  -0.52
F (-0.410, -0.331, 1.503)  -0.36
Cl (-1.949, 0.523, -0.333)  -0.13
H (-1.290, -2.248, -0.032)  0.23
H (0.487, -2.240, -0.064)  0.23
H (-0.425, -1.703, -1.489)  0.24
H (1.786, 2.033, -0.310)  0.20
H (1.005, 1.668, 1.255)  0.19
H (0.034, 2.312, -0.099)  0.20

=====

Most stable of them? ii).

=====

i) C2H3Cl3 | wB97M-V/def2-TZVPD

The spin multiplicity is 1. For the frontier orbital gap, the calculation gives 11.508 eV.

Each line ends with the natural charge from an NBO analysis.
Element x y z (Å)
C (0.183, -0.386, 0.700)  -0.43
C (-0.408, 0.357, -0.679)  -0.28
Cl (1.916, -0.209, 0.870)  -0.03
Cl (-0.509, -0.740, -2.011)  0.01
Cl (0.506, 1.788, -1.003)  0.04
H (0.085, -1.495, 1.012)  0.25
H (-0.333, 0.063, 1.531)  0.21
H (-1.441, 0.621, -0.420)  0.22

=====

ii) C2H3Cl3 | wB97M-V/def2-TZVPD

The spin multiplicity is 1. For the frontier orbital gap, the calculation gives 11.198 eV.

Each line ends with the natural charge from an NBO analysis.
Element x y z (Å)
C (0.456, -0.504, -0.392)  -0.42
C (-0.384, 0.608, 0.421)  -0.22
H (-0.185, -1.359, -0.371)  0.23
H (0.349, 0.002, -1.468)  0.24
H (0.385, 1.392, 0.983)  0.29
Cl (2.152, -0.677, 0.219)  -0.06
Cl (-1.428, 0.925, -1.040)  -0.01
Cl (-1.345, -0.386, 1.648)  -0.05

=====

iii) C2H3Cl3 | wB97M-V/def2-TZVPD

The spin multiplicity is 1. For the frontier orbital gap, the calculation gives 11.482 eV.

Each line ends with the natural charge from an NBO analysis.
Element x y z (Å)
C (-0.767, 0.393, 0.199)  -0.38
C (0.766, -0.181, 0.100)  -0.19
Cl (-1.851, -0.326, -1.122)  -0.04
Cl (1.218, -0.145, -1.711)  -0.06
Cl (0.862, -1.920, 0.672)  -0.02
H (-0.725, 1.543, 0.094)  0.24
H (-1.033, 0.137, 1.206)  0.22
H (1.529, 0.500, 0.563)  0.24

=====

Most stable of them? iii).

=====

i) C11H21N5O3 | wB97M-V/def2-TZVPD

The spin multiplicity is 1. For the frontier orbital gap, the calculation gives 8.437 eV.

Each line ends with the natural charge from an NBO analysis.
Element x y z (Å)
C (-0.515, -1.826, -0.380)  -0.11
C (-0.411, -0.307, -0.649)  0.71
C (0.900, -2.270, -0.036)  -0.41
C (1.385, -1.499, 1.183)  -0.42
C (2.787, -1.013, 1.027)  -0.21
C (3.960, 0.832, -0.151)  0.58
C (-2.318, 0.396, 0.756)  -0.16
C (-3.465, -0.289, -0.064)  0.79
C (-2.814, 1.825, 1.056)  -0.41
C (-2.608, 2.543, -0.321)  -0.42
C (-1.123, 2.047, -0.638)  -0.21
H (-0.586, -2.344, -2.342)  0.36
H (-2.071, -2.193, -1.763)  0.38
H (-1.117, -2.002, 0.549)  0.18
H (1.501, -2.135, -0.893)  0.22
H (0.803, -3.383, 0.075)  0.23
H (0.707, -0.647, 1.497)  0.20
H (1.382, -2.132, 2.095)  0.22
H (3.347, -1.870, 0.487)  0.18
H (3.259, -0.726, 2.031)  0.21
H (2.298, -0.125, -0.856)  0.43
H (4.937, 0.140, 1.359)  0.33
H (2.922, 1.974, -1.453)  0.39
H (4.660, 2.049, -1.665)  0.40
H (-2.073, -0.328, 1.578)  0.23
H (-3.870, 1.813, 1.326)  0.22
H (-2.191, 2.273, 1.852)  0.22
H (-2.744, 3.645, -0.279)  0.23
H (-3.310, 2.092, -1.033)  0.22
H (-0.333, 2.600, -0.020)  0.21
H (-0.833, 1.983, -1.681)  0.24
H (-4.360, -0.515, 1.619)  0.48
N (-1.112, -2.539, -1.491)  -0.83
N (2.794, 0.063, 0.011)  -0.68
N (5.066, 0.806, 0.555)  -0.79
N (3.834, 1.531, -1.294)  -0.84
N (-1.137, 0.625, -0.028)  -0.45
O (0.434, 0.028, -1.494)  -0.69
O (-3.428, -0.490, -1.221)  -0.56
O (-4.559, -0.632, 0.699)  -0.68

=====

ii) C11H21N5O3 | wB97M-V/def2-TZVPD

The spin multiplicity is 1. For the frontier orbital gap, the calculation gives 9.648 eV.

Each line ends with the natural charge from an NBO analysis.
Element x y z (Å)
C (0.006, 0.402, -0.427)  -0.13
C (1.401, -0.312, -0.463)  0.71
C (-1.129, -0.535, -0.898)  -0.43
C (-2.469, 0.139, -0.547)  -0.44
C (-3.551, -0.887, -0.929)  -0.21
C (-5.395, -0.481, 0.631)  0.56
C (3.808, -0.250, -0.507)  -0.13
C (3.906, -1.681, 0.291)  0.81
C (4.977, 0.718, -0.005)  -0.42
C (4.257, 1.471, 1.113)  -0.46
C (2.748, 1.558, 0.971)  -0.21
H (0.552, 1.607, -2.071)  0.38
H (-0.825, 2.229, -1.031)  0.38
H (-0.175, 0.658, 0.685)  0.20
H (-0.835, -0.986, -1.895)  0.23
H (-0.924, -1.458, -0.178)  0.24
H (-2.878, 1.158, -0.844)  0.19
H (-2.429, 0.249, 0.521)  0.23
H (-3.529, -0.964, -1.993)  0.19
H (-3.247, -1.863, -0.369)  0.23
H (-4.988, 0.540, -0.848)  0.36
H (-5.341, -0.937, 2.492)  0.32
H (-6.933, 0.207, 1.553)  0.39
H (-7.310, -0.298, -0.099)  0.41
H (3.792, -0.528, -1.613)  0.24
H (5.811, -0.041, 0.261)  0.23
H (5.429, 1.274, -0.950)  0.22
H (4.652, 2.445, 1.215)  0.23
H (4.673, 1.168, 2.156)  0.23
H (2.262, 2.574, 0.707)  0.23
H (2.425, 1.213, 2.018)  0.22
H (5.044, -3.178, 0.343)  0.50
N (0.108, 1.661, -1.078)  -0.86
N (-4.884, -0.549, -0.613)  -0.61
N (-4.698, -0.909, 1.643)  -0.77
N (-6.686, -0.048, 0.674)  -0.85
N (2.539, 0.543, -0.206)  -0.48
O (1.610, -1.546, -0.709)  -0.61
O (3.434, -1.932, 1.368)  -0.61
O (4.795, -2.430, -0.369)  -0.69

=====

Most stable of them? i).

=====

i) C6H10OS | wB97M-V/def2-TZVPD

The spin multiplicity is 1. For the frontier orbital gap, the calculation gives 9.265 eV.

Each line ends with the natural charge from an NBO analysis.
Element x y z (Å)
C (1.708, -0.996, -0.525)  -0.62
C (0.475, -0.937, 0.391)  -0.31
C (0.246, -0.114, 1.700)  -0.44
C (-0.554, 0.310, 0.387)  0.26
C (-2.156, 0.224, 0.242)  -0.64
C (0.239, 1.544, -1.409)  0.01
H (2.593, -1.502, 0.180)  0.24
H (2.006, 0.240, -1.321)  0.25
H (1.231, -1.961, -1.458)  0.21
H (0.148, -2.017, 0.443)  0.23
H (-0.397, -0.654, 2.409)  0.22
H (1.139, 0.477, 2.098)  0.24
H (-2.247, -0.925, 0.660)  0.21
H (-2.358, 0.936, 1.014)  0.23
H (-2.638, 0.363, -0.772)  0.24
H (-0.124, 0.585, -1.868)  0.19
O (-0.070, 1.521, -0.146)  -0.50
S (0.759, 2.907, -2.026)  -0.02

=====

ii) C6H10OS | wB97M-V/def2-TZVPD

The spin multiplicity is 1. For the frontier orbital gap (spin up / spin down), the calculation gives 7.638 / 7.530 eV.

Each line ends with the natural charge from an NBO analysis.
Element x y z (Å)
C (-0.775, 1.812, -0.137)  -0.17
C (0.321, 1.020, -0.127)  -0.25
C (-2.108, 1.302, 0.024)  -0.70
C (0.455, -0.427, 0.078)  0.08
C (1.091, -0.938, 1.321)  -0.68
C (0.474, -1.242, -1.234)  -0.69
O (-2.342, -1.179, -0.609)  -0.96
S (-2.023, -0.379, 0.582)  1.02
H (-0.545, 2.898, -0.022)  0.22
H (1.218, 1.606, 0.056)  0.21
H (-2.667, 1.806, 0.870)  0.23
H (-2.781, 1.426, -0.816)  0.26
H (0.353, -1.143, 2.054)  0.24
H (1.741, -0.224, 1.845)  0.22
H (1.758, -1.822, 1.288)  0.23
H (0.823, -2.245, -1.157)  0.22
H (1.043, -0.599, -1.941)  0.23
H (-0.697, -1.213, -1.484)  0.30

=====

Most stable of them? ii).

=====

i) C6H10OS | wB97M-V/def2-TZVPD

The spin multiplicity is 1. For the frontier orbital gap, the calculation gives 8.269 eV.

Each line ends with the natural charge from an NBO analysis.
Element x y z (Å)
C (-1.837, -2.079, 0.337)  -0.26
C (-1.070, 0.281, 0.949)  -0.06
C (0.313, -0.066, 0.159)  -0.34
C (1.520, 1.088, 0.502)  -0.41
C (1.756, 1.426, -1.129)  -0.49
C (0.537, 0.368, -1.256)  -0.09
H (-1.028, -2.231, -0.432)  0.20
H (-2.838, -2.462, 0.289)  0.22
H (-1.180, -2.433, 1.348)  0.15
H (-1.362, 1.336, 0.441)  0.21
H (-0.810, 0.309, 2.112)  0.20
H (0.575, -1.051, 0.302)  0.22
H (2.357, 0.529, 1.083)  0.23
H (0.994, 2.140, 0.971)  0.23
H (2.602, 1.156, -1.776)  0.24
H (1.388, 2.501, -1.591)  0.23
O (-2.086, -0.594, 0.354)  -0.57
S (0.168, -0.217, -2.663)  0.10

=====

ii) C6H10OS | wB97M-V/def2-TZVPD

The spin multiplicity is 1. For the frontier orbital gap, the calculation gives 7.590 eV.

Each line ends with the natural charge from an NBO analysis.
Element x y z (Å)
C (-0.592, -0.412, -0.468)  -0.49
C (-0.871, 0.957, -1.007)  -0.38
C (-0.100, 1.773, 0.057)  -0.22
C (-0.849, 1.099, 1.354)  -0.43
C (0.009, -0.048, 0.843)  0.25
C (1.148, 0.985, 0.395)  -0.46
H (0.848, -2.761, -0.403)  0.15
H (-1.555, -0.941, -0.252)  0.22
H (-0.552, 1.113, -2.236)  0.22
H (-1.960, 1.133, -1.073)  0.23
H (0.129, 2.938, 0.199)  0.23
H (-1.944, 1.283, 1.387)  0.22
H (-0.431, 1.497, 2.280)  0.21
H (1.815, -1.069, 1.657)  0.42
H (1.710, 1.348, 1.265)  0.21
H (1.987, 0.652, -0.308)  0.23
O (0.232, -1.089, 1.676)  -0.62
S (0.352, -1.413, -1.435)  0.02

=====

Most stable of them? i).